ORCA calculation (ωB97M-V/def2-TZVPD) on a cluster of 2 separate species, C3H6BBrO2 in total.

Geometry as XYZ:
```
13
Properties=species:S:1:pos:R:3:mulliken_charge:R:1
B -0.2714 1.2956 0.0229 0.739
C 0.9971 -2.3527 -0.1411 -0.522
C 0.6293 -1.0557 0.2787 0.087
C 0.1112 -0.0794 -0.5235 -0.429
O -0.4404 2.2478 -0.9686 -0.550
O -0.1973 1.7264 1.2840 -0.472
Br -2.8321 -0.9647 0.1273 -0.473
H 1.0663 -3.1466 0.6008 0.244
H 1.0850 -2.6014 -1.1615 0.290
H 0.4417 -0.8036 1.3738 0.211
H 0.2152 -0.0464 -1.5837 0.336
H -0.5656 3.1543 -0.7302 0.271
H -0.2389 2.6264 1.4210 0.266
```

Calculated values
- Energy relative to the best compared isomer or geometry (same formula, charge and spin): 2.064 eV
- Net charge: 0
- LUMO energy (spin up / spin down): -0.10650 / -0.10707 Ha
- HOMO energy (spin up / spin down): -8.53 / -8.51 eV



ORCA calculation (ωB97M-V/def2-TZVPD) on the molecule C2H5N3.

Geometry as XYZ:
```
10
Properties=species:S:1:pos:R:3:mulliken_charge:R:1
H -2.1688 0.0490 -1.1824 0.229
N -2.1800 0.5708 -0.2752 -0.333
N -1.3209 0.3107 0.5282 -0.067
C -0.2853 -0.6792 0.2203 -0.429
N 0.7172 -0.0282 -0.5563 -0.436
C 1.6552 0.5857 0.0084 -0.197
H 0.0986 -1.0499 1.1750 0.325
H -0.6918 -1.4990 -0.3916 0.398
H 1.8008 0.6545 1.0896 0.250
H 2.3749 1.0855 -0.6159 0.261
```

Calculated values
- Energy relative to the best compared isomer or geometry (same formula, charge and spin): 2.297 eV
- Net charge: 0
- LUMO energy: 0.02686 Ha
- SMILES: [H]/N=N\CN=C
- HOMO energy: -9.01 eV



ORCA calculation (ωB97M-V/def2-TZVPD) on a cluster of 2 separate species, C27H20N5O7P in total.

Geometry as XYZ:
```
60
Properties=species:S:1:pos:R:3:mulliken_charge:R:1
C 2.2470 1.1265 3.3039 -1.469
C 2.1744 0.8530 1.8194 0.757
C 0.8434 0.6336 1.2857 -1.198
P 0.6908 0.9161 -0.4423 2.407
C 1.1573 2.5329 -1.1107 0.033
C 2.5158 2.8128 -1.3517 -0.100
C 2.8946 3.9966 -1.9835 -0.771
C 1.9245 4.9325 -2.3583 -0.446
C 0.5778 4.6838 -2.0779 -0.811
C 0.1940 3.5011 -1.4431 -0.253
C 1.6845 -0.2828 -1.3436 -0.118
C 2.0384 -0.0909 -2.6892 -0.327
C 2.8056 -1.0589 -3.3427 -0.751
C 3.2118 -2.2161 -2.6670 -0.583
C 2.8636 -2.4021 -1.3277 -0.849
C 2.1300 -1.4204 -0.6617 -0.099
C -1.0598 0.6282 -0.7702 0.443
C -1.4786 -0.3937 -1.6335 -0.303
C -2.8377 -0.6861 -1.7459 -0.766
C -3.7811 0.0447 -1.0188 -0.612
C -3.3624 1.0708 -0.1684 -0.942
C -2.0069 1.3690 -0.0432 -0.474
O 3.2154 0.8143 1.1412 -0.645
H 1.2851 0.9699 3.8010 0.301
H 3.0088 0.4791 3.7499 0.315
H 2.5611 2.1656 3.4668 0.373
H 0.0295 1.0141 1.9043 0.754
H 3.2727 2.0951 -1.0331 0.446
H 3.9491 4.1861 -2.1876 0.398
H 2.2199 5.8546 -2.8631 0.370
H -0.1801 5.4159 -2.3601 0.402
H -0.8554 3.3188 -1.2199 0.314
H 1.7307 0.8152 -3.2135 0.487
H 3.0863 -0.9042 -4.3850 0.408
H 3.8035 -2.9743 -3.1808 0.390
H 3.1536 -3.2999 -0.7840 0.475
H 1.9295 -1.5120 0.4007 0.249
H -0.7371 -0.9539 -2.2056 0.359
H -3.1660 -1.4898 -2.4072 0.442
H -4.8461 -0.1770 -1.1105 0.431
H -4.0947 1.6660 0.3797 0.416
H -1.6903 2.2011 0.5917 0.485
O -5.2723 -3.6197 1.3273 -0.685
N -4.0605 -3.6220 1.2240 0.826
C -3.0107 -2.8642 1.7011 -0.163
C -1.8194 -3.4309 1.2414 1.098
N -2.0733 -4.5630 0.5080 -0.496
O -3.4318 -4.6727 0.5049 -0.201
C -0.5534 -2.7713 1.5282 -0.706
N 0.7129 -3.4619 1.3521 0.990
O 0.8419 -4.3664 0.5060 -0.563
O 1.6744 -3.0723 2.0685 -0.564
C -0.5455 -1.4740 2.1147 -0.795
C -1.7704 -0.9545 2.5438 -0.049
N -2.1164 0.3265 2.9980 0.876
O -1.4477 1.2972 3.3349 -0.735
O -3.5114 0.4143 2.9634 -0.189
N -4.0858 -0.7823 2.5613 -0.567
C -3.0174 -1.6115 2.3643 0.741
H 0.3840 -1.0067 2.4436 1.244
```

Calculated values
- Net charge: 0
- LUMO energy: -0.07614 Ha
- HOMO energy: -8.00 eV



ORCA calculation (ωB97M-V/def2-TZVPD) on the molecule C18H22N2O2S.

Geometry as XYZ:
```
45
Properties=species:S:1:pos:R:3:mulliken_charge:R:1
C -1.7721 2.5727 -3.0379 -1.279
C -2.2604 2.5022 -1.5964 -0.331
C -1.3660 3.3108 -0.6565 -0.898
C -1.7243 3.0823 0.8130 -0.377
C -0.7336 3.7167 1.7899 -0.824
C 0.5931 2.9768 1.8964 -0.707
S 0.3993 1.3001 2.6408 -0.126
C 1.0195 0.2428 1.3735 0.493
C 1.7581 -0.8529 1.6580 -0.079
C 2.1559 -1.1729 2.9618 -0.496
N 2.5248 -1.4630 4.0103 -0.582
C 2.1650 -1.7821 0.5371 0.374
C 1.1359 -2.8616 0.2660 -0.307
C -0.2150 -2.7016 0.5450 -0.008
C -1.1254 -3.6930 0.2387 -0.921
C -0.6986 -4.8735 -0.3599 0.875
O -1.6251 -5.8239 -0.6472 -0.543
C 0.6521 -5.0439 -0.6393 -0.568
C 1.5544 -4.0459 -0.3269 -0.627
C 2.4099 -0.9442 -0.7271 -1.048
C 1.2498 -0.0281 -1.0362 0.481
O 0.8651 0.2564 -2.1451 -0.613
N 0.6716 0.5362 0.0706 0.281
H -0.7955 2.1020 -3.1283 0.255
H -1.6950 3.6068 -3.3670 0.331
H -2.4616 2.0523 -3.6977 0.393
H -2.2762 1.4550 -1.2819 0.291
H -3.2838 2.8781 -1.5297 0.401
H -0.3224 3.0499 -0.8523 0.307
H -1.4690 4.3738 -0.8873 0.518
H -1.7955 2.0116 1.0278 0.240
H -2.7146 3.5037 0.9969 0.463
H -0.5249 4.7442 1.4819 0.375
H -1.1848 3.7514 2.7836 0.353
H 1.0840 2.8623 0.9327 0.412
H 1.2653 3.5072 2.5710 0.414
H 3.1045 -2.2731 0.8139 0.793
H -0.5721 -1.8010 1.0211 0.354
H -2.1740 -3.5718 0.4574 0.435
H -1.1983 -6.5886 -1.0524 0.277
H 0.9964 -5.9608 -1.0996 0.280
H 2.6021 -4.1934 -0.5470 0.420
H 2.5871 -1.5842 -1.5916 0.436
H 3.2917 -0.3103 -0.5845 0.374
H -0.0973 1.1745 -0.0954 -0.294
```

Calculated values
- Energy relative to the best compared isomer or geometry (same formula, charge and spin): 0.784 eV
- Net charge: 0
- LUMO energy: 0.01479 Ha
- SMILES: CCCCCCSC1=C(C#N)[C@@H](c2ccc(O)cc2)CC(=O)N1
- HOMO energy: -8.61 eV



Number 1: F_max 3.84 eV/Å. Number 2: F_max 1.87 eV/Å. Number 3: F_max 3.72 eV/Å. Number 4: F_max 1.07 eV/Å.